*A*
{
  "formula": "C2H7OS",
  "method": "ωB97M-V/def2-TZVPD",
  "symbols": ["O", "H", "C", "S", "C", "H", "H", "H", "H", "H", "H"],
  "coordinates": [[-0.291, 2.049, 2.734], [-1.066, 2.136, 2.157], [0.241, -1.674, 0.360], [-0.774, -0.583, -0.488], [0.116, 0.126, -1.949], [1.052, -1.251, 0.942], [-0.040, -2.710, 0.408], [-0.072, 1.119, 2.575], [0.683, 1.031, -1.732], [-0.655, 0.401, -2.690], [0.806, -0.643, -2.315]],
  "charge": -1,
  "e_lumo_ev": 4.00,
  "spin_multiplicity": 1
}



*B*
{
  "formula": "C2H7OS",
  "method": "ωB97M-V/def2-TZVPD",
  "symbols": ["O", "H", "C", "C", "S", "H", "H", "H", "H", "H", "H"],
  "coordinates": [[-1.137, -0.580, -1.906], [-0.705, -0.093, -2.612], [-0.401, 0.440, 1.146], [0.484, 0.479, -0.092], [1.886, -0.718, 0.015], [-0.021, 0.929, 2.039], [-0.454, -0.634, 1.394], [-1.455, 0.671, 0.949], [-0.333, -0.123, -1.027], [0.814, 1.443, -0.486], [1.323, -1.815, 0.580]],
  "charge": -1,
  "e_lumo_ev": 3.80,
  "spin_multiplicity": 1
}



*C*
{
  "formula": "C2H7OS",
  "method": "ωB97M-V/def2-TZVPD",
  "symbols": ["S", "H", "C", "O", "C", "H", "H", "H", "H", "H", "H"],
  "coordinates": [[-1.478, -1.024, -0.941], [-1.748, -0.947, 0.375], [1.165, 1.164, 0.301], [1.525, -0.099, -0.128], [0.458, 1.195, 1.677], [0.518, 1.667, -0.429], [2.066, 1.781, 0.375], [0.683, -0.607, -0.238], [-0.606, 1.349, 1.494], [0.888, 1.988, 2.283], [0.600, 0.239, 2.175]],
  "charge": -1,
  "e_lumo_ev": 4.17,
  "spin_multiplicity": 1
}



*D*
{
  "formula": "C2H7OS",
  "method": "ωB97M-V/def2-TZVPD",
  "symbols": ["C", "C", "S", "H", "H", "H", "H", "H", "H", "H", "O"],
  "coordinates": [[-0.841, -0.656, -0.743], [-0.920, -0.197, 0.737], [0.624, -0.331, 1.694], [-0.430, -1.713, -0.732], [-0.091, -0.071, -1.406], [-1.896, -0.641, -1.173], [-1.785, -0.662, 1.268], [-1.229, 0.871, 0.683], [2.313, 0.438, 0.151], [1.855, 1.886, 0.004], [2.401, 1.077, -0.484]],
  "charge": -1,
  "e_lumo_ev": 4.35,
  "spin_multiplicity": 1
}



The structure with the most favorable energy is *C*; the runner-up is 0.0217 hartree above it.



*A*
{
  "formula": "C3H8NO2",
  "method": "ωB97M-V/def2-TZVPD",
  "symbols": ["O", "C", "O", "H", "H", "C", "C", "N", "H", "H", "H", "H", "H", "H"],
  "coordinates": [[-1.040, -1.161, 1.474], [-0.931, -2.272, 1.019], [-0.622, -2.430, -0.238], [-1.073, -3.209, 1.464], [-1.252, -3.009, -0.670], [1.106, 0.963, -0.408], [0.680, 1.456, -1.614], [0.366, 1.570, 0.809], [1.511, 0.027, -0.334], [1.199, 1.264, -2.638], [-0.582, 1.790, -1.883], [0.697, 1.461, 1.711], [-0.498, 1.013, 0.791], [0.439, 2.540, 0.518]],
  "e_lumo_ev": [0.40, 0.37],
  "spin_multiplicity": 2
}



*B*
{
  "formula": "C3H8NO2",
  "method": "ωB97M-V/def2-TZVPD",
  "symbols": ["O", "C", "O", "H", "H", "C", "C", "N", "H", "H", "H", "H", "H", "H"],
  "coordinates": [[0.931, 1.249, 1.256], [2.060, 1.334, 0.890], [2.471, 0.831, -0.292], [2.887, 1.615, 1.563], [3.287, 1.263, -0.566], [-1.823, -0.272, 0.637], [-0.349, -0.997, -1.283], [-1.580, -0.757, -0.730], [-2.867, -0.591, 0.719], [-1.728, 0.805, 0.679], [-1.267, -0.892, 1.337], [0.551, -0.813, -0.720], [-0.290, -1.552, -2.207], [-2.283, -1.223, -1.282]],
  "e_lumo_ev": [0.56, 0.55],
  "spin_multiplicity": 2
}



The structure with the most favorable energy is *B*; the runner-up is 0.1204 hartree above it.



*A*
{
  "formula": "C7H14N2P",
  "method": "ωB97M-V/def2-TZVPD",
  "symbols": ["C", "C", "C", "C", "C", "C", "C", "N", "N", "P", "H", "H", "H", "H", "H", "H", "H", "H", "H", "H", "H", "H", "H", "H"],
  "coordinates": [[1.822, 1.421, -0.104], [1.322, -1.120, 0.275], [0.581, 2.152, -0.072], [-0.714, 1.222, -0.365], [-0.095, -1.259, 0.198], [-0.813, 0.037, 0.712], [-0.575, -1.665, -1.182], [3.012, 1.506, -0.232], [-2.323, -0.186, 1.017], [2.898, -1.482, 0.256], [0.752, 2.615, 0.898], [0.626, 3.023, -0.835], [-1.659, 1.742, -0.301], [-0.585, 0.872, -1.313], [-0.438, -1.970, 0.910], [-0.356, 0.172, 1.633], [-0.282, -2.838, -1.286], [-0.188, -1.222, -2.105], [-1.655, -1.649, -1.260], [3.451, 2.367, -0.568], [-2.640, 0.180, 1.920], [-2.531, -1.142, 1.063], [-2.793, 0.231, 0.315], [3.182, -3.007, 0.426]],
  "charge": 1,
  "e_lumo_ev": [-3.54, -3.54],
  "spin_multiplicity": 1
}



*B*
{
  "formula": "C7H14N2P",
  "method": "ωB97M-V/def2-TZVPD",
  "symbols": ["P", "N", "C", "N", "C", "C", "C", "C", "C", "C", "H", "H", "H", "H", "H", "H", "H", "H", "H", "H", "H", "H", "H", "H"],
  "coordinates": [[2.117, -1.088, -1.850], [1.251, 0.136, -1.019], [1.841, 0.964, -0.177], [0.964, 1.622, 0.593], [-0.559, 1.384, 0.082], [-1.316, 0.816, 1.223], [-0.712, -0.478, 1.701], [-0.847, -1.624, 0.712], [-0.954, -1.061, -0.772], [-0.293, 0.296, -0.935], [3.259, -0.332, -2.199], [1.615, -0.967, -3.253], [2.980, 0.982, -0.220], [1.074, 2.446, 1.209], [-0.859, 2.319, -0.333], [-2.382, 0.723, 0.807], [-1.386, 1.508, 2.119], [-1.065, -0.834, 2.691], [0.352, -0.267, 2.071], [-0.075, -2.428, 0.993], [-1.885, -2.132, 0.931], [-0.558, -1.842, -1.465], [-2.052, -0.803, -0.975], [-0.511, 0.661, -1.934]],
  "charge": 1,
  "e_lumo_ev": -3.39,
  "spin_multiplicity": 1,
  "smiles": "PN1C=[NH+][C@@H]2CCCC[C@@H]21"
}



The structure with the most favorable energy is *B*; the runner-up is 0.1999 hartree above it.



*A*
{
  "formula": "C2H4NO3",
  "method": "ωB97M-V/def2-TZVPD",
  "symbols": ["C", "N", "O", "H", "H", "H", "O", "C", "O", "H"],
  "coordinates": [[1.080, -0.457, -1.188], [0.070, 0.423, -1.384], [2.161, -0.389, -1.783], [0.874, -1.070, -0.278], [-0.656, 0.183, -0.583], [0.373, 1.356, -1.672], [-1.295, -0.119, 0.479], [-0.991, -0.023, 1.692], [0.154, -0.239, 2.278], [-1.769, 0.335, 2.439]],
  "charge": -1,
  "e_lumo_ev": 4.38,
  "spin_multiplicity": 1
}



*B*
{
  "formula": "C2H4NO3",
  "method": "ωB97M-V/def2-TZVPD",
  "symbols": ["C", "N", "O", "H", "H", "H", "O", "C", "O", "H"],
  "coordinates": [[-0.337, -1.796, 0.083], [-1.053, -0.990, -0.840], [-0.598, -2.946, 0.304], [0.494, -1.256, 0.582], [-0.393, -0.473, -1.418], [-1.551, -0.245, -0.355], [0.202, 2.382, -0.758], [0.533, 2.040, 0.392], [1.253, 1.083, 0.760], [0.122, 2.647, 1.247]],
  "charge": -1,
  "e_lumo_ev": 4.04,
  "spin_multiplicity": 1
}



The structure with the most favorable energy is *A*; the runner-up is 0.0036 hartree above it.